Here is a molecular structure, C42H38ClF15GeN6O3STi in a non-equilibrium geometry from the OMol25 dataset. Energies are from ωB97M-V/def2-TZVPD.

The geometry in XYZ format:
```
108
Properties=species:S:1:pos:R:3
Ti -0.14 0.53 -0.20
C -0.49 -0.46 2.62
C 0.39 0.76 2.86
N 0.56 1.56 1.61
C -0.08 2.89 1.64
C -1.54 2.71 1.33
C -2.51 3.67 1.53
C -3.81 3.37 1.17
C -4.11 2.13 0.62
C -3.09 1.22 0.45
C -3.27 -0.16 -0.09
N -2.00 -0.66 -0.67
C -1.76 -2.09 -0.36
C -1.05 -2.20 0.99
N -0.21 -1.00 1.27
N -1.83 1.52 0.79
H -1.55 -0.19 2.67
H -0.31 -1.22 3.38
H 1.38 0.45 3.20
H -0.05 1.38 3.64
H 1.55 1.71 1.44
H 0.41 3.52 0.89
H 0.05 3.36 2.61
H -2.25 4.63 1.97
H -4.60 4.11 1.30
H -5.12 1.87 0.33
H -4.07 -0.20 -0.83
H -3.56 -0.82 0.73
H -2.06 -0.53 -1.68
H -1.16 -2.51 -1.16
H -2.69 -2.64 -0.34
H -0.45 -3.11 1.03
H -1.78 -2.28 1.79
H 0.81 -1.26 1.29
N 2.68 -1.12 1.34
C 3.21 -2.47 1.04
C 2.45 -3.12 -0.10
C 2.55 -2.40 -1.45
C 1.21 -2.12 -2.13
N 0.62 -0.79 -1.75
H 3.11 -0.79 2.20
H 3.01 -0.46 0.63
H 3.09 -3.09 1.94
H 4.28 -2.44 0.81
H 1.40 -3.21 0.19
H 2.82 -4.14 -0.20
H 3.11 -3.02 -2.15
H 3.13 -1.47 -1.37
H 0.51 -2.92 -1.90
H 1.33 -2.10 -3.21
H -0.02 -0.51 -2.50
H 1.40 -0.13 -1.85
F 6.81 0.72 -2.48
C 5.84 0.08 -3.13
C 4.52 0.48 -3.03
C 3.61 -0.23 -3.79
F 2.31 0.13 -3.78
C 3.95 -1.31 -4.58
F 3.03 -1.99 -5.25
C 5.28 -1.69 -4.63
F 5.64 -2.73 -5.37
C 6.24 -0.99 -3.92
F 7.51 -1.35 -3.99
Ge 3.87 2.03 -2.04
S 2.30 1.52 -0.54
C 3.39 3.26 -3.47
C 4.43 3.80 -4.22
F 5.69 3.49 -3.91
C 4.21 4.63 -5.30
F 5.22 5.13 -5.99
C 2.91 4.95 -5.65
F 2.67 5.74 -6.68
C 1.85 4.42 -4.93
F 0.59 4.70 -5.28
C 2.11 3.59 -3.86
F 1.04 3.09 -3.21
C 5.20 2.72 -0.81
C 5.74 1.86 0.13
F 5.40 0.55 0.12
C 6.60 2.27 1.12
F 7.10 1.42 2.01
C 6.94 3.62 1.19
F 7.76 4.04 2.13
C 6.41 4.52 0.28
F 6.72 5.80 0.37
C 5.54 4.06 -0.69
F 5.02 4.98 -1.52
C -5.94 4.00 -3.53
C -5.09 3.51 -4.67
C -5.56 3.52 -5.98
C -4.75 3.08 -7.02
Cl -5.37 3.11 -8.64
C -3.48 2.62 -6.78
C -3.00 2.59 -5.47
C -3.80 3.05 -4.45
O -3.39 3.06 -3.11
C -2.03 3.18 -2.84
C -1.47 1.81 -2.51
O -1.75 0.80 -3.11
O -0.64 1.77 -1.43
H -6.93 4.29 -3.88
H -5.49 4.86 -3.04
H -6.07 3.23 -2.77
H -6.55 3.88 -6.19
H -2.86 2.27 -7.60
H -2.01 2.20 -5.28
H -1.90 3.82 -1.96
H -1.46 3.61 -3.67
```

Computed properties:
Lowest unoccupied orbital energy = -6.85 eV
Kohn-Sham gap = 5.37 eV
Charge = +2
Electronic energy = -202993.819 eV
Multiplicity = 1

---

Here is a single C7H10 molecule from the OMol25 dataset. Energies are from ωB97M-V/def2-TZVPD.

The geometry in XYZ format:
```
17
Properties=species:S:1:pos:R:3
C -1.16 1.83 -1.03
C -0.34 1.53 0.22
C -0.26 0.07 0.50
C -1.07 -0.88 -0.07
C -0.32 -1.99 -0.30
C 1.14 -1.72 0.03
C 0.94 -0.60 1.13
H -0.74 1.29 -1.89
H -1.17 2.90 -1.26
H -2.19 1.48 -0.90
H 0.69 1.91 0.12
H -0.75 2.06 1.09
H -0.69 -2.98 -0.53
H 1.69 -2.60 0.36
H 1.71 -1.28 -0.81
H 1.79 0.07 1.27
H 0.72 -1.09 2.08
```

Computed properties:
SMILES = CCC1=C=CCC1
Lowest unoccupied orbital energy = -0.16 eV
Kohn-Sham gap = 7.77 eV
Charge = 0
Electronic energy = -7417.440 eV
Multiplicity = 1
Energy above the lowest of the compared OMol25 structures with the same formula, charge and spin = 3.595 eV

---

Here is a single C3H9N3S2 molecule in a non-equilibrium geometry from the OMol25 dataset. Energies are from ωB97M-V/def2-TZVPD.

The geometry in XYZ format:
```
17
Properties=species:S:1:pos:R:3
C -1.02 -0.41 -2.44
C 1.78 -0.76 1.55
C -1.40 -0.40 -0.06
N 1.04 0.21 0.81
N -0.60 -0.22 -1.19
N 0.85 1.97 -0.82
S -0.23 0.09 -3.76
S 1.07 0.39 -0.67
H 1.74 -0.55 2.68
H 2.74 -0.93 1.08
H 1.16 -1.70 1.28
H -2.37 -0.67 -0.40
H -1.33 0.40 0.78
H -1.00 -1.38 0.39
H 0.88 2.52 -1.73
H 0.50 2.65 -0.07
H -2.04 -0.94 -2.52
```

Computed properties:
Lowest unoccupied orbital energy = 0.62 eV
Kohn-Sham gap = 8.83 eV
Charge = 0
Electronic energy = -29394.124 eV
Multiplicity = 1
Energy above the lowest of the compared OMol25 structures with the same formula, charge and spin = 2.801 eV

---

Here is 2 unconnected molecules or ions with the total composition C50H51F6N3O5S2 in a non-equilibrium geometry from the OMol25 dataset. Energies are from ωB97M-V/def2-TZVPD.

The geometry in XYZ format:
```
117
Properties=species:S:1:pos:R:3
C 2.43 -1.79 -3.83
C 2.48 -0.48 -3.04
C 2.15 0.69 -3.96
C 3.82 -0.26 -2.33
C 5.01 -0.60 -2.97
C 6.24 -0.22 -2.44
C 6.30 0.54 -1.27
C 5.12 0.89 -0.61
C 5.22 1.75 0.66
C 6.03 3.02 0.43
C 5.75 0.93 1.83
C 3.89 0.42 -1.10
N 2.68 0.84 -0.43
N 2.38 2.16 -0.41
N 1.16 2.25 0.16
C 0.57 3.53 0.47
C 0.27 3.85 1.80
C 0.63 2.97 3.01
C -0.58 2.77 3.91
C 1.82 3.54 3.78
C -0.34 5.08 2.07
C -0.57 6.01 1.07
C -0.20 5.70 -0.24
C 0.35 4.46 -0.56
C 0.74 4.17 -2.02
C 2.20 4.55 -2.24
C -0.18 4.87 -3.04
C 0.69 0.98 0.50
C -0.62 0.76 1.05
C -1.73 1.51 0.58
C -2.98 1.32 1.13
C -4.11 2.16 0.61
F -5.33 1.60 0.85
F -4.10 3.40 1.23
F -4.01 2.40 -0.73
C -3.18 0.44 2.19
C -2.09 -0.28 2.67
C -2.20 -1.08 3.94
F -1.65 -2.33 3.82
F -1.52 -0.46 4.96
F -3.48 -1.25 4.36
C -0.85 -0.21 2.06
C 1.69 0.08 0.23
C 1.70 -1.30 0.54
H 2.73 -2.64 -3.22
H 1.40 -1.97 -4.18
H 3.08 -1.74 -4.72
H 1.70 -0.54 -2.27
H 2.11 1.64 -3.42
H 2.91 0.78 -4.75
H 1.17 0.53 -4.45
H 4.96 -1.14 -3.92
H 7.15 -0.47 -2.97
H 7.26 0.88 -0.88
H 4.20 2.06 0.89
H 5.58 3.62 -0.36
H 6.05 3.61 1.35
H 7.06 2.78 0.14
H 5.12 0.05 2.02
H 6.77 0.59 1.62
H 5.77 1.54 2.75
H 0.93 1.99 2.63
H -1.50 2.69 3.32
H -0.48 1.85 4.49
H -0.69 3.62 4.61
H 2.68 3.69 3.11
H 1.56 4.51 4.23
H 2.12 2.84 4.57
H -0.60 5.31 3.11
H -1.02 6.97 1.31
H -0.35 6.44 -1.02
H 0.64 3.09 -2.18
H 2.83 3.91 -1.62
H 2.48 4.42 -3.29
H 2.37 5.60 -1.96
H -1.24 4.67 -2.82
H -0.01 5.95 -3.04
H 0.04 4.48 -4.04
H -1.58 2.20 -0.25
H -4.16 0.33 2.63
H -0.04 -0.87 2.35
H 0.81 -1.84 0.16
H 2.66 -1.78 0.67
C 7.00 -2.67 6.44
O 5.80 -1.89 6.24
C 4.98 -2.20 5.20
C 5.17 -3.31 4.34
C 4.20 -3.61 3.40
C 3.00 -2.86 3.28
C 1.92 -3.28 2.41
C 1.58 -4.60 2.39
S 0.21 -5.23 1.42
O -0.80 -4.19 1.36
O 0.70 -5.87 0.23
C -0.30 -6.52 2.58
C 0.58 -6.79 3.61
C 0.30 -7.79 4.54
C -0.87 -8.53 4.41
C -1.77 -8.26 3.37
C -1.48 -7.25 2.44
S 2.04 -5.73 3.72
O 3.19 -6.51 3.33
O 1.99 -5.07 5.00
C 2.89 -1.71 4.09
C 3.82 -1.41 5.06
H 7.50 -2.17 7.27
H 6.75 -3.71 6.72
H 7.64 -2.66 5.55
H 6.06 -3.94 4.45
H 4.42 -4.42 2.70
H 1.22 -2.57 1.97
H 1.01 -7.96 5.35
H -1.09 -9.32 5.13
H -2.68 -8.83 3.26
H -2.15 -7.02 1.62
H 2.01 -1.08 3.96
H 3.68 -0.59 5.75
```

Computed properties:
Lowest unoccupied orbital energy = -0.30 eV
Kohn-Sham gap = 6.22 eV
Charge = 0
Electronic energy = -105357.527 eV
Multiplicity = 1
Energy above the lowest of the compared OMol25 structures with the same formula, charge and spin = 0.857 eV

---

Here is a molecular structure, C29H22BrClINOPPtS from the OMol25 dataset. Energies are from ωB97M-V/def2-TZVPD.

The geometry in XYZ format:
```
59
Properties=species:S:1:pos:R:3
Pt 0.15 0.02 -0.18
O 0.18 1.23 -2.09
N 0.35 2.52 -1.93
C 0.77 3.21 -3.02
C 0.97 4.56 -2.98
C 0.75 5.23 -1.77
C 0.34 4.52 -0.68
C 0.12 3.13 -0.74
S -0.45 2.23 0.60
H 0.91 2.58 -3.88
H 1.30 5.07 -3.87
H 0.91 6.30 -1.70
H 0.16 5.00 0.27
Cl 1.87 -2.96 -0.28
C 1.84 -3.18 1.45
C 2.15 -4.46 1.91
C 2.21 -4.71 3.26
C 1.97 -3.67 4.16
C 1.65 -2.41 3.68
C 1.57 -2.14 2.31
P 1.12 -0.44 1.74
C 0.13 0.18 3.14
C -1.26 0.10 3.04
C -2.07 0.53 4.09
C -1.50 1.06 5.23
C -0.12 1.17 5.33
C 0.69 0.73 4.29
C 2.73 0.41 1.91
C 3.91 -0.29 1.66
C 5.13 0.36 1.67
C 5.20 1.72 1.94
C 4.03 2.43 2.18
C 2.80 1.78 2.16
H 2.34 -5.24 1.19
H 2.45 -5.70 3.62
H 2.02 -3.84 5.22
H 1.46 -1.63 4.39
H -1.70 -0.29 2.13
H -3.14 0.46 3.99
H -2.13 1.41 6.04
H 0.33 1.59 6.22
H 1.76 0.83 4.38
H 3.88 -1.35 1.45
H 6.04 -0.20 1.48
H 6.15 2.22 1.96
H 4.07 3.49 2.38
H 1.89 2.35 2.32
Br 1.20 -1.61 -3.33
C -0.48 -2.11 -4.03
C -0.54 -2.44 -5.38
C -1.73 -2.81 -5.97
C -2.89 -2.85 -5.19
C -2.82 -2.53 -3.85
C -1.62 -2.16 -3.26
I -1.67 -1.72 -1.22
H 0.37 -2.40 -5.97
H -1.77 -3.05 -7.02
H -3.84 -3.13 -5.63
H -3.72 -2.55 -3.25
```

Computed properties:
Lowest unoccupied orbital energy (alpha / beta) = 0.59 / 0.19 eV
Kohn-Sham gap (alpha / beta) = 6.67 / 7.30 eV
Charge = 0
Electronic energy = -148003.137 eV
Multiplicity = 2
Energy above the lowest of the compared OMol25 structures with the same formula, charge and spin = 0.550 eV

---

Here is a molecular structure, C37H82N5NbO7PS2 in a non-equilibrium geometry from the OMol25 dataset. Energies are from ωB97M-V/def2-TZVPD.

The geometry in XYZ format:
```
135
Properties=species:S:1:pos:R:3
C 6.71 0.58 -0.54
C 6.53 0.53 -2.19
C 5.68 1.92 -2.60
C 5.43 1.97 -4.25
N 3.98 2.26 -4.56
C 3.47 1.52 -5.78
C 1.96 0.90 -5.65
C 1.72 -0.09 -4.37
C 1.71 0.65 -2.90
Nb 0.26 -0.37 -1.39
C -1.20 -1.35 0.04
C -2.34 -0.41 0.73
C -3.56 0.07 -0.28
O -3.56 1.53 -0.55
C -0.07 1.75 -0.57
C 1.22 2.14 0.60
C 2.70 2.66 -0.13
O 1.64 3.64 0.66
N 1.94 -0.49 -0.04
C 2.00 -1.66 0.66
O 1.77 -2.66 1.55
N -1.30 0.02 -2.81
C -1.94 -1.20 -3.40
C -3.13 -0.64 -4.43
C -2.37 -0.32 -5.86
P 0.96 -2.58 -2.49
C 2.89 -2.86 -2.35
C 0.17 -4.10 -1.58
C -0.99 -4.66 -2.60
C 3.65 3.73 -4.57
S 4.71 4.97 -3.99
S 1.96 4.41 -5.17
C 1.12 5.36 -3.77
C -0.42 4.79 -3.50
C -1.59 5.91 -3.77
H 7.38 1.50 -0.25
H 7.14 -0.43 -0.09
H 5.64 0.78 -0.10
H 7.58 0.53 -2.72
H 5.91 -0.42 -2.53
H 4.66 1.84 -2.00
H 6.27 2.90 -2.32
H 6.21 2.65 -4.81
H 5.66 0.85 -4.61
H 3.43 2.33 -6.66
H 4.17 0.67 -6.18
H 1.10 1.70 -5.66
H 1.79 0.23 -6.62
H 0.64 -0.57 -4.52
H 2.55 -0.93 -4.32
H 1.26 1.74 -3.07
H 2.78 0.79 -2.43
H -1.79 -2.16 -0.60
H -0.72 -1.99 0.92
H -1.91 0.48 1.40
H -2.89 -1.11 1.54
H -3.59 -0.59 -1.25
H -4.59 -0.14 0.28
H -3.83 1.57 -1.53
H -1.06 1.92 0.02
H 0.14 2.61 -1.37
H 1.30 1.43 1.64
H 3.64 2.70 0.57
H 2.55 3.21 -1.15
H -1.99 0.74 -2.48
H -1.27 -1.86 -4.09
H -2.50 -1.90 -2.65
H -3.60 0.36 -4.05
H -3.97 -1.48 -4.57
H -3.07 -0.62 -6.77
H -1.36 -0.90 -6.03
H -2.10 0.83 -5.84
H 3.32 -3.49 -3.24
H 3.02 -3.39 -1.29
H 3.36 -1.79 -2.23
H 0.98 -4.96 -1.51
H -0.18 -3.88 -0.49
H -2.08 -4.33 -2.32
H -0.78 -4.19 -3.68
H -0.89 -5.84 -2.78
H 1.03 6.48 -4.16
H 1.76 5.31 -2.78
H -0.62 3.83 -4.18
H -0.46 4.49 -2.36
H -2.55 5.33 -4.18
H -1.28 6.77 -4.51
H -1.89 6.36 -2.70
C 2.04 -0.83 7.93
O 1.47 0.36 7.42
C 2.02 1.55 8.02
C 2.81 2.35 6.98
N 4.04 1.66 6.60
C 4.71 2.25 5.44
C 3.96 2.18 4.09
O 3.81 0.85 3.59
C 2.66 0.17 4.07
H 1.49 -1.68 7.51
H 3.09 -0.92 7.62
H 1.97 -0.87 9.02
H 2.63 1.32 8.90
H 1.17 2.15 8.36
H 3.06 3.33 7.40
H 2.16 2.50 6.11
H 3.83 0.69 6.39
H 5.66 1.71 5.32
H 4.96 3.29 5.66
H 4.58 2.70 3.35
H 3.01 2.71 4.11
H 1.83 0.84 4.28
H 2.92 -0.41 4.96
H 2.34 -0.54 3.30
C -6.44 -2.67 5.79
O -7.01 -3.79 5.12
C -8.25 -3.49 4.47
C -8.09 -3.58 2.95
N -7.26 -2.49 2.43
C -6.86 -2.67 1.03
C -5.93 -3.86 0.71
O -4.63 -3.75 1.28
C -4.52 -4.24 2.61
H -5.57 -3.02 6.35
H -6.11 -1.92 5.07
H -7.16 -2.24 6.49
H -8.65 -2.51 4.78
H -8.97 -4.25 4.80
H -9.08 -3.53 2.48
H -7.65 -4.56 2.72
H -6.41 -2.42 3.00
H -6.33 -1.75 0.74
H -7.76 -2.73 0.41
H -5.78 -3.87 -0.38
H -6.39 -4.83 0.95
H -5.20 -5.07 2.81
H -4.68 -3.42 3.32
H -3.50 -4.59 2.75
```

Computed properties:
Lowest unoccupied orbital energy = 1.89 eV
Kohn-Sham gap = 6.22 eV
Charge = -1
Electronic energy = -93970.873 eV
Multiplicity = 1
Energy above the lowest of the compared OMol25 structures with the same formula, charge and spin = 7.330 eV

---

Here is a single C4H8O molecule in a non-equilibrium geometry from the OMol25 dataset. Energies are from ωB97M-V/def2-TZVPD.

The geometry in XYZ format:
```
13
Properties=species:S:1:pos:R:3
C -1.32 0.29 0.50
C 0.11 0.04 -0.01
C 0.51 -1.39 -0.16
C 0.81 1.21 -0.51
O 1.68 0.63 0.38
H -1.98 -0.54 0.19
H -1.39 0.36 1.58
H -1.73 1.20 0.06
H 1.44 -1.45 -0.72
H -0.27 -2.05 -0.55
H 0.73 -1.72 0.87
H 1.01 1.33 -1.57
H 0.39 2.11 -0.05
```

Computed properties:
SMILES = CC1(C)CO1
Lowest unoccupied orbital energy = 0.98 eV
Kohn-Sham gap = 10.44 eV
Charge = 0
Electronic energy = -6322.443 eV
Multiplicity = 1
Energy above the lowest of the compared OMol25 structures with the same formula, charge and spin = 2.725 eV

---

Here is a gas-phase ion, C5H11N5 (charge +2) in a non-equilibrium geometry from the OMol25 dataset. Energies are from ωB97M-V/def2-TZVPD.

The geometry in XYZ format:
```
21
Properties=species:S:1:pos:R:3
C -1.84 -0.83 0.93
N -2.10 0.20 0.15
C -1.26 1.21 -0.43
C 0.17 0.84 -0.39
C 1.09 1.72 0.04
N 2.17 1.06 0.34
C 2.12 -0.19 -0.02
N 3.00 -1.16 -0.19
N 0.82 -0.34 -0.45
N 0.18 -1.53 -0.71
H -2.82 -1.55 1.13
H -0.79 -1.24 1.02
H -3.13 0.13 -0.09
H -1.28 2.01 0.26
H -1.84 1.49 -1.29
H 1.12 2.81 -0.01
H 3.00 1.47 0.83
H 2.64 -2.08 0.13
H 3.84 -1.03 0.27
H 0.81 -2.04 -1.23
H -0.50 -1.28 -1.51
```

Computed properties:
SMILES = C=[NH+]Cc1c[nH]c(=[NH2+])n1N
Lowest unoccupied orbital energy = -8.45 eV
Kohn-Sham gap = 8.42 eV
Charge = +2
Electronic energy = -12794.239 eV
Multiplicity = 1
Energy above the lowest of the compared OMol25 structures with the same formula, charge and spin = 2.849 eV

---

Question: The highest electronic energy belongs to which entry?
Answer: C4H8O